89
Properties=species:S:1:pos:R:3:forces:R:3:mulliken_charge:R:1 method="wB97M-V/def2-TZVPD" gap_ha="0.21039 / 0.21999" total_energy_ev=-459292.044 e_homo_ev="-1.929 / -2.184" charge=-2 e_above_lowest_kcal_mol=0.0
Sb -0.3452 -0.8354 -4.9121 0.143 -0.014 0.250 0.596
Se 0.9516 -0.3128 -2.8195 -0.181 -0.045 -0.287 -0.232
Se -1.5820 -2.9788 -4.7328 -0.027 0.009 -0.023 -0.515
Se -0.7357 -1.2296 2.1919 0.192 0.188 -0.205 -0.462
Se 1.1489 -0.4593 -6.7585 0.021 -0.020 -0.064 -0.754
Se -2.6375 0.0479 -5.1903 -0.057 0.061 -0.070 -0.604
Se 2.4733 -0.3137 -0.0682 0.142 -0.070 0.316 0.055
Sc -0.1542 -0.2082 -0.2721 -0.185 -0.052 0.008 -1.853
O 3.2213 0.1901 4.6715 -0.021 0.022 0.020 -0.585
O 0.1639 1.5752 1.0475 0.225 0.034 -0.077 0.579
N -1.7500 1.2649 -0.8200 -0.050 0.031 0.201 2.478
N -1.7772 -1.5713 -0.9130 -0.033 0.007 0.032 1.368
C 2.8640 0.3299 1.7524 -0.079 0.074 0.201 -1.549
C -3.2202 4.6110 -0.0216 -0.011 -0.024 0.034 -1.174
C -3.5785 -4.7984 -1.2318 0.000 -0.007 -0.046 -0.551
C 0.8226 1.7464 2.3011 -0.094 0.080 0.165 -1.914
C -2.5341 -5.6787 -1.4387 -0.001 0.008 0.021 -1.644
C -3.5486 1.5736 1.8240 0.089 0.041 0.050 -1.177
C -2.3095 5.4643 -0.6118 0.024 0.039 -0.019 -1.468
C 0.2195 3.0430 -2.0323 0.009 0.007 -0.029 2.563
C -1.2414 -5.2192 -1.2633 -0.013 0.008 0.012 -0.124
C -5.4563 -2.0439 -1.6125 -0.002 -0.022 0.016 -1.470
C -1.9535 2.6792 -0.7337 0.054 0.001 -0.142 -1.301
C -5.0830 1.6596 -0.2064 -0.017 0.011 -0.002 -1.322
C -0.9969 3.5540 -1.3004 -0.070 -0.030 0.036 0.785
C -0.0316 3.0371 -3.5397 0.041 0.025 -0.046 -1.458
C -4.1261 2.4329 0.7030 -0.065 0.048 -0.029 0.677
C -1.2010 4.9282 -1.2381 0.008 -0.007 0.057 -0.530
C -2.0433 -2.9608 -0.9602 0.026 -0.086 0.109 0.162
C 1.3543 -3.7008 -1.9507 0.029 0.040 0.034 -1.519
C -2.4628 -0.8207 -1.7736 -0.018 -0.134 -0.079 -0.965
C 1.0269 -4.1930 0.4906 0.005 0.030 -0.009 -1.669
C 2.3362 1.1095 4.0475 0.035 -0.049 -0.027 -1.392
C 0.4574 -3.4815 -0.7381 -0.241 0.062 0.147 4.727
C -2.4586 0.5791 -1.7238 -0.085 0.237 -0.108 -0.752
C -3.0660 3.2245 -0.0508 0.029 -0.019 -0.012 1.089
C -3.3688 -3.4494 -0.9558 -0.016 -0.004 0.000 0.139
C -4.6147 -2.6859 -0.5017 -0.003 0.029 -0.019 0.013
C -0.9788 -3.8845 -0.9910 0.025 -0.001 -0.034 -0.042
C 1.7068 0.5851 2.7336 0.159 -0.156 0.003 2.828
C 0.9476 -0.7189 3.0976 -0.024 0.007 -0.050 -1.769
C -4.3606 -1.7173 0.6521 0.002 0.034 0.007 -0.992
C 1.5021 3.7994 -1.6879 -0.022 -0.052 -0.024 -1.811
H -4.3487 1.0816 2.3826 0.008 -0.021 -0.011 0.480
H 0.8099 2.5735 -4.0590 -0.033 0.022 0.009 0.398
H 2.0405 -3.8276 0.6768 -0.011 -0.005 -0.001 0.400
H -2.8748 0.8029 1.4615 0.033 -0.100 -0.047 -0.034
H -2.4573 6.5373 -0.5717 -0.003 -0.005 -0.012 0.339
H -0.4695 5.5844 -1.6935 -0.013 -0.001 -0.008 0.306
H -0.1616 4.0589 -3.9131 -0.021 -0.003 0.010 0.319
H -3.0080 -1.2884 -2.5848 -0.035 -0.020 -0.007 0.837
H -0.4070 -5.9057 -1.3487 -0.003 -0.005 0.000 0.338
H 1.4442 2.6471 2.2244 -0.015 -0.013 0.029 0.312
H 1.0712 -5.2734 0.3287 0.008 -0.009 0.011 0.316
H 1.6281 -1.5600 2.9461 0.019 0.028 0.010 0.482
H -5.9255 1.2807 0.3787 0.000 -0.013 -0.005 0.414
H -0.9255 2.4625 -3.7905 -0.011 -0.011 -0.008 0.201
H 0.3839 2.0060 -1.7527 0.007 -0.007 0.027 -1.224
H -5.0207 -1.1181 -1.9825 0.030 0.016 -0.016 0.164
H -3.9097 -0.7896 0.3104 0.025 -0.101 0.066 -0.322
H -3.6899 -2.1507 1.3967 -0.016 -0.017 0.008 0.245
H 1.5541 -4.7711 -2.0703 -0.016 0.001 -0.015 0.425
H -4.6006 -5.1637 -1.2574 -0.006 -0.003 0.003 0.432
H 0.4302 -2.4255 -0.4539 0.331 -0.146 -0.262 -2.474
H -5.3072 -1.4674 1.1410 -0.004 0.017 -0.010 0.524
H -5.2468 -3.4789 -0.0879 0.008 -0.012 0.008 0.705
H 0.4180 -3.9871 1.3719 -0.005 -0.012 0.006 0.368
H -0.6816 2.0368 1.0746 -0.105 0.046 -0.005 -0.280
H -4.7392 3.1981 1.1928 0.010 -0.006 -0.018 0.574
H 0.6818 -0.6880 4.1595 0.002 0.018 -0.002 0.528
H 1.5049 4.8182 -2.0872 -0.001 -0.018 -0.002 0.411
H 1.5296 1.3803 4.7432 -0.013 0.017 0.006 0.473
H 2.7784 -0.6655 4.6810 -0.007 -0.033 -0.003 0.392
H 0.0574 1.9132 3.0676 0.014 -0.030 -0.020 0.409
H -2.7268 -6.7171 -1.6801 0.001 -0.006 0.004 0.305
H -3.0391 1.0998 -2.4803 0.016 -0.002 0.026 0.245
H -5.4732 2.3067 -0.9948 -0.007 0.012 0.008 0.375
H 0.8942 -3.3284 -2.8630 -0.005 0.003 -0.010 0.113
H -5.5656 -2.7202 -2.4622 0.001 -0.006 0.002 0.374
H 2.9312 2.0047 3.8511 -0.001 -0.011 -0.016 0.477
H -2.9820 2.1907 2.5295 -0.035 0.014 -0.015 0.289
H 2.3527 3.2676 -2.1179 -0.016 -0.001 -0.010 0.440
H 2.3055 -3.1829 -1.8126 -0.007 -0.007 0.004 0.352
H 3.4513 1.2492 1.6682 -0.062 0.036 -0.077 0.455
H -4.6024 0.8093 -0.6813 -0.033 0.052 -0.016 0.087
H 3.5185 -0.4104 2.2124 0.007 0.007 -0.025 0.526
H 1.6523 3.8498 -0.6084 0.002 0.006 0.054 0.272
H -4.0837 5.0225 0.4905 0.011 -0.009 0.006 0.361
H -6.4539 -1.8075 -1.2283 0.009 -0.003 0.001 0.414

---

88
Properties=species:S:1:pos:R:3:forces:R:3:mulliken_charge:R:1 method="wB97M-V/def2-TZVPD" gap_ha="0.23014 / 0.12939" multiplicity=5 total_energy_ev=-70187.796 e_homo_ev="-12.726 / -12.720" charge=+2 e_above_lowest_kcal_mol=50.3
Pd -1.1058 -0.3043 1.5306 0.400 0.660 -3.175 -0.041
P -3.8908 0.4400 -3.6062 -1.068 0.028 -3.064 1.001
P -6.4709 0.0152 -2.2370 -2.216 0.808 -2.802 0.401
O 4.0364 -0.3238 0.6352 -1.065 -0.421 0.098 -0.907
O 6.1130 -6.0904 2.0272 1.667 1.565 -0.655 -0.598
O 2.9597 -2.3434 0.6054 0.042 0.842 0.246 -0.810
O 8.7533 -0.0482 -0.4732 -0.298 -2.137 0.836 -0.594
O 8.2779 -5.7932 1.8307 -2.023 0.910 -0.283 -0.570
O 10.0342 -1.7320 0.0890 -2.109 0.856 -0.192 -0.575
N 7.1051 -5.3920 1.7132 0.430 -3.185 1.175 0.989
N 8.9080 -1.2082 -0.0417 2.803 1.295 -0.712 0.985
C -6.5501 -0.2087 -4.1139 0.706 -0.510 0.100 -0.965
C 7.9869 -3.3055 0.8235 -0.331 0.376 -0.116 -0.154
C 1.4799 -0.3780 3.2813 -1.393 -1.206 -0.596 0.482
C 6.4619 -1.4738 0.2388 0.641 -0.388 0.199 -0.379
C 3.4778 1.2094 3.1591 -0.380 0.215 0.253 -1.291
C 1.1305 2.4103 -0.4437 -0.309 0.356 -0.329 -0.678
C -0.2771 1.1626 3.2130 0.856 -0.515 0.453 1.470
C 3.9597 -1.5880 0.6313 0.982 -0.392 -0.421 0.541
C -8.0448 -0.9010 -2.0039 0.138 -0.771 1.152 -1.142
C 2.1871 -1.6393 3.5410 0.371 0.079 0.564 -1.903
C -2.0628 1.1722 -0.0222 -1.038 1.224 -0.756 -1.164
C -1.9483 0.2547 -1.2234 0.299 -0.197 0.231 1.641
C -7.2638 1.6932 -2.2937 0.619 0.364 0.852 -1.151
C -3.0199 1.8363 -4.4184 0.347 0.425 0.904 -1.199
C -1.5387 1.7648 3.7184 -0.251 0.197 -0.200 -1.608
C 1.3583 0.9747 -0.2615 0.613 0.392 1.417 -0.380
C 6.8836 -4.0774 1.1958 -0.717 2.011 -0.693 -0.256
C 5.3556 -2.2532 0.6386 0.674 -0.164 0.090 0.382
C 0.9641 1.8513 3.0316 -0.502 -0.640 0.661 0.147
C -0.8732 -1.3142 3.8606 -0.079 -0.166 -0.661 -1.133
C -0.3171 2.8456 -0.7956 0.443 0.969 -0.262 -0.681
C 0.5362 -0.0547 -0.5205 -0.721 -2.089 -0.141 -0.831
C 1.1367 3.3110 3.1312 -0.008 0.498 -0.181 -1.867
C 5.5662 -3.5673 1.0949 0.416 0.084 -0.133 -0.643
C 7.7687 -2.0094 0.3354 -2.023 -0.616 0.363 -0.310
C -3.0717 -1.0197 -4.3391 0.355 -0.364 0.937 -1.297
C -5.3431 0.4427 -4.7825 -0.640 0.136 0.397 -0.827
C -1.4197 2.3904 0.0739 -0.296 -1.734 0.712 -0.104
C 0.0007 -0.2822 3.2259 2.301 1.506 2.527 0.537
C 2.0287 0.8979 3.1133 0.527 0.698 -0.197 0.693
C -0.5161 -0.0988 -1.6120 0.321 -0.495 -0.701 -0.818
H 3.6559 2.2814 3.1579 0.044 0.023 0.032 0.407
H -3.6312 2.7371 -4.2928 0.147 -0.125 -0.061 0.352
H -5.0401 -0.1134 -5.6822 -0.004 0.297 0.241 0.483
H -2.0827 -1.1776 -3.9059 -0.013 -0.097 -0.117 0.304
H -7.8811 -1.9630 -2.1924 -0.054 0.006 0.060 0.403
H -8.0717 1.7265 -3.0405 0.350 -0.232 0.288 0.417
H 8.9963 -3.6764 0.9054 -0.031 -0.113 0.037 0.626
H -1.4757 1.8576 4.8135 -0.073 -0.017 -0.186 0.379
H -1.7440 3.0778 0.8595 0.007 -0.225 -0.159 0.507
H -2.0470 2.0208 -3.9577 0.023 0.042 -0.187 0.287
H -0.1705 0.5017 -2.4697 -0.129 -0.093 0.307 0.310
H -1.7107 2.7689 3.3117 0.015 -0.221 0.133 0.408
H -0.7839 -1.3779 4.9536 -0.061 0.093 -0.190 0.334
H -6.5718 -1.2914 -4.3111 -0.005 0.293 0.011 0.496
H -2.4918 -0.6904 -1.0192 0.027 0.592 -0.165 0.594
H -7.6854 1.8977 -1.3021 0.068 0.157 -0.222 0.411
H 3.9152 0.7869 4.0698 0.022 -0.012 -0.075 0.431
H -2.8920 1.6307 -5.4858 -0.079 -0.130 0.181 0.441
H 4.7186 -4.1990 1.3716 0.334 0.267 -0.070 0.562
H 1.2765 3.6213 4.1824 -0.086 -0.141 -0.283 0.340
H -8.8358 -0.5444 -2.6763 0.440 0.165 0.075 0.363
H -5.5700 1.4779 -5.0789 0.143 -0.280 0.185 0.477
H -0.3200 3.9428 -0.7031 0.047 -0.256 -0.394 0.613
H -2.4045 1.1320 3.4763 0.118 0.274 0.223 0.325
H 2.3139 0.7329 0.2250 -0.020 -0.304 -0.035 0.718
H 2.2826 -2.2313 2.6151 -0.008 0.101 -0.101 0.225
H -3.6850 -1.9019 -4.1353 0.109 0.030 -0.061 0.374
H -2.4379 0.7527 -2.0937 0.229 -0.251 0.788 -1.765
H 6.3171 -0.4511 -0.1285 0.074 -0.552 0.242 0.539
H 2.0224 3.6506 2.5905 -0.061 0.018 0.050 0.539
H 0.9259 -1.0545 -0.2475 0.118 0.502 -0.055 0.681
H -0.6078 -2.2785 3.4188 -0.155 -0.197 0.328 0.484
H -3.0783 1.1313 0.3965 0.419 0.028 0.530 0.840
H 0.2624 3.8403 2.7419 0.105 0.043 0.096 0.463
H 3.9978 0.7551 2.3062 -0.059 -0.178 -0.122 0.088
H 1.6428 -2.2392 4.2884 0.204 0.116 -0.252 0.491
H 1.4895 2.9010 0.4813 -0.172 -0.017 -0.546 0.072
H -0.5242 -1.1423 -1.9776 0.113 0.484 0.053 0.528
H 1.7790 2.7534 -1.2669 0.014 0.098 0.332 0.584
H -0.5136 2.5880 -1.8484 -0.032 0.069 0.342 -0.153
H -7.4996 0.2231 -4.4725 0.360 -0.275 0.264 0.558
H 3.2077 -1.4454 3.9107 -0.384 -0.160 -0.194 0.401
H -6.5262 2.4688 -2.5217 -0.159 -0.009 0.047 0.309
H -1.9077 -1.0787 3.5755 -0.297 -0.335 0.581 0.474
H -8.3815 -0.7895 -0.9723 -0.133 -0.095 -0.041 0.397
H -2.9884 -0.8780 -5.4200 0.007 0.112 0.193 0.490

---

84
Properties=species:S:1:pos:R:3:forces:R:3:mulliken_charge:R:1 method="wB97M-V/def2-TZVPD" gap_ha=0.18598 total_energy_ev=-177120.483 e_homo_ev=-1.822 charge=-2 e_above_lowest_kcal_mol=0.0
Te 0.3164 -5.7938 1.0761 0.412 -0.660 0.017 0.194
Rb 0.5066 -2.1007 2.6852 0.605 -0.254 0.590 0.882
Se -0.2085 -3.5955 7.2628 -0.572 -0.421 -0.691 -0.438
Se 0.6514 1.5604 2.1464 -1.264 -0.714 -1.448 0.074
O 2.5716 -0.7526 1.7328 0.793 1.228 -0.958 -1.066
O -1.4275 -0.9705 1.6655 -0.639 0.932 -0.189 -0.830
N 1.1649 -2.4919 9.6377 -0.845 -0.493 -0.633 -0.636
C -3.9401 -1.1498 0.3465 -0.698 0.902 -1.290 1.977
C -3.5496 1.3406 -0.1829 1.988 0.774 1.904 -0.047
C -5.2425 -0.8693 -0.5261 0.220 -0.980 1.448 -2.119
C -1.8647 0.1444 1.1951 0.341 0.197 -0.343 0.554
C 2.0462 -6.8512 1.8743 -0.047 0.177 1.101 -1.002
C 5.5956 -0.7092 1.2030 0.417 0.398 -0.107 -1.873
C 3.4977 0.6813 -1.4974 -0.547 0.063 -0.486 -0.022
C 1.4341 1.7163 -0.6893 0.403 1.082 -0.552 0.218
C 4.3641 -2.4147 -0.0615 0.095 0.132 -0.293 -1.566
C 3.6471 -0.0349 -0.3019 0.227 0.278 0.137 -0.186
C 1.6187 1.0833 0.5195 0.794 -0.478 0.857 -0.120
C 2.4015 1.5603 -1.7114 0.416 -0.934 0.335 -0.743
C -1.6392 2.5449 0.7335 0.169 1.367 0.608 -0.230
C -3.4883 3.9733 -0.1752 0.552 -1.033 -0.929 1.991
C 3.4896 2.6875 -3.8138 -0.013 -0.361 1.239 -1.781
C -3.1561 -2.2506 -0.4032 0.388 0.039 0.201 -1.560
C -4.3820 -1.5883 1.7547 0.627 -0.963 -0.349 -1.648
C 2.1922 2.1756 -3.0705 0.659 -0.378 -1.061 2.637
C 4.8682 -0.9661 -0.0855 -0.431 0.396 -1.409 2.075
C 2.6489 0.0857 0.7253 -0.790 -1.018 0.350 0.873
C -1.1052 1.3917 1.2528 0.019 -1.014 0.791 -1.104
C -2.8685 2.5805 0.1323 -1.668 -0.196 -1.002 0.369
C -3.2395 5.0141 0.9639 -1.038 -0.954 -0.177 -1.722
C -2.8697 4.4562 -1.5426 0.080 -0.924 1.131 -1.658
C 1.2655 3.3929 -2.9748 0.338 0.311 -1.758 -2.282
C -4.9934 3.8064 -0.4783 -0.089 1.122 2.316 -2.004
C -3.1295 0.1695 0.4574 0.531 0.099 -0.483 -0.298
C -1.1663 -6.8218 2.2398 -0.687 1.059 1.190 -0.991
C 0.5502 -2.9418 8.7453 1.426 0.842 1.279 0.094
C 1.6101 1.1114 -4.0521 0.739 0.193 0.229 -1.826
C 5.8153 -0.7188 -1.2795 0.908 0.211 -0.123 -2.146
H 5.9860 0.3005 1.2361 0.103 0.297 0.175 0.385
H -5.4071 4.7684 -0.7542 -0.185 0.513 0.045 0.461
H 4.1854 0.4549 -2.3710 -0.997 0.688 1.315 -0.239
H -3.7666 4.7266 1.8997 0.357 -0.069 -0.548 0.353
H 6.1026 0.3512 -1.4019 -0.387 -0.546 0.322 0.426
H 2.5637 -6.2773 2.6917 -0.959 -0.727 -0.498 0.305
H 5.4309 -1.0294 -2.2643 -0.026 -0.145 0.449 0.316
H 0.5808 2.4338 -0.8625 0.998 -0.978 0.496 -0.061
H -1.7803 4.6181 -1.5221 -0.451 0.175 0.186 0.240
H -5.6226 3.4151 0.3737 0.869 0.238 -0.751 0.317
H 3.4876 -2.4327 0.6177 0.503 -0.235 -0.465 0.369
H 4.0882 -2.6055 -1.1156 -0.088 -0.623 0.588 0.306
H 1.1440 1.5891 -4.8858 -0.267 0.503 -0.883 0.503
H -2.1974 -2.4131 0.1241 -0.587 -0.294 -0.190 0.262
H 3.0903 3.0909 -4.7246 0.105 0.528 -0.634 0.561
H -5.1302 3.2112 -1.3196 -0.254 -1.344 -1.387 0.477
H -5.7642 -0.0238 -0.0897 -0.120 0.314 -0.217 0.510
H 2.3531 0.3914 -4.4519 -0.130 0.486 0.424 0.337
H -5.9516 -1.7177 -0.4232 0.499 0.161 -0.144 0.395
H 1.7242 -7.8722 2.1621 0.088 0.766 0.217 0.270
H 3.9703 3.4977 -3.2049 -0.109 -0.762 -0.649 0.337
H 6.3995 -1.4132 1.4007 0.359 -0.164 -0.398 0.437
H 1.6251 4.1082 -2.2249 -0.354 -0.172 -0.151 0.432
H -4.9620 -2.5173 1.6195 0.010 0.170 0.253 0.436
H -1.1544 -6.3336 3.2366 -0.130 -0.173 -0.592 0.307
H -3.4740 -1.8400 2.3587 -0.867 0.491 -0.338 0.263
H -3.0721 3.7197 -2.3201 0.042 -0.226 0.097 0.334
H 5.1698 -3.0917 0.3154 -0.615 0.238 -0.478 0.362
H -2.1792 -6.6423 1.8113 0.865 -0.209 0.107 0.291
H -1.1253 3.5395 0.8611 -0.276 -1.381 0.026 -0.032
H -3.6318 5.9830 0.6864 -0.166 0.379 -0.287 0.426
H 6.7709 -1.2241 -1.1298 0.036 -0.366 0.086 0.404
H -2.8877 -1.9106 -1.4123 -0.133 0.120 0.146 0.295
H 4.9014 -0.8740 1.9798 -0.878 0.212 1.132 0.425
H -3.4427 5.3062 -1.7889 -0.175 1.601 -0.681 0.566
H -4.3211 1.2948 -0.9150 -0.713 0.232 0.001 0.479
H -5.0262 -0.8426 2.2314 0.272 -0.033 0.013 0.344
H 2.8122 -7.0001 1.1444 0.217 0.111 -0.935 0.333
H -3.7582 -3.1755 -0.5450 0.361 0.386 0.388 0.404
H 0.8520 0.5438 -3.5802 -0.834 -0.652 0.670 0.395
H -1.0123 -7.8693 2.4656 0.240 -0.280 -0.607 0.307
H -5.0315 -0.7262 -1.5827 0.090 0.182 -0.032 0.303
H 0.2202 3.1526 -2.9032 -0.482 -0.317 0.903 0.465
H 1.2480 3.8646 -3.9851 0.397 0.148 0.556 0.479
H 4.2048 1.8808 -4.1305 -0.531 0.710 0.739 0.294
H -2.1976 5.1353 1.1891 0.486 0.021 0.088 0.382